The following is a DFT calculation (ωB97M-V/def2-TZVPD) of a 13-piece molecular cluster, C35H57Br24F5O2 overall in a non-equilibrium geometry.

```
123
Properties=species:S:1:pos:R:3:forces:R:3
O 2.327738 -4.621150 1.270099 1.54 -1.19 0.90
C 1.333871 -4.266294 0.723257 -1.00 1.13 -0.09
C 0.511869 -5.119536 -0.165416 0.71 -1.06 1.36
C -0.126581 -4.557010 -1.142617 -0.80 0.97 -0.90
C 0.053934 -3.084943 -1.326698 -0.23 -0.88 0.65
O 0.052302 -2.625170 -2.423957 -0.14 1.03 -1.68
C 0.272766 -2.265195 -0.102972 -0.87 0.68 -0.98
C -0.211214 -0.857376 -0.072781 -0.02 -0.03 -0.56
C -1.674417 -0.774597 -0.528058 0.62 0.15 0.28
C -2.579559 -1.654076 0.343432 -0.07 0.37 -0.04
C -3.470859 -2.592924 -0.434009 -0.09 0.30 1.43
F -2.958982 -2.977473 -1.602696 0.61 -0.37 -0.80
F -4.621763 -1.946337 -0.698229 -0.81 0.14 -0.59
C -3.864745 -3.884733 0.342625 -0.04 0.80 -1.32
F -4.283440 -4.784846 -0.519576 -0.50 -0.96 -0.86
F -4.845115 -3.633025 1.167995 -0.96 0.34 1.19
F -2.867528 -4.407326 1.004103 1.30 -0.42 0.83
C 0.874845 -2.858398 0.884824 0.46 -0.75 1.04
H 0.472102 -6.179591 0.024753 0.22 -0.22 0.05
H -0.746101 -5.100726 -1.835328 -0.02 0.03 -0.34
H -0.073182 -0.441186 0.922393 -0.01 0.02 0.17
H 0.405614 -0.277513 -0.754261 0.05 0.23 -0.10
H -1.693216 -1.039804 -1.578927 -0.22 -0.16 -0.09
H -1.977529 0.265909 -0.468583 -0.16 0.10 0.02
H -2.046074 -2.214203 1.105645 0.36 -0.05 -0.10
H -3.249833 -0.993655 0.881953 -0.27 -0.09 0.23
H 1.076374 -2.313776 1.793994 0.36 -0.19 0.27
Br -6.179149 -0.602627 2.140965 -0.04 0.11 0.12
C -7.488842 -1.986950 2.543701 0.24 0.00 -0.25
C -8.816218 -1.702157 1.897202 -0.22 -0.03 0.21
Br -9.796362 -0.314580 2.848073 0.03 -0.08 0.00
H -7.549969 -2.058656 3.624688 -0.04 0.02 -0.01
H -7.063182 -2.904077 2.146506 -0.03 0.01 -0.02
H -9.454712 -2.583679 1.941148 0.06 -0.03 0.00
H -8.723261 -1.374367 0.866549 0.06 0.00 0.01
Br -11.226789 2.421478 0.744969 -0.08 0.02 -0.03
C -13.116974 2.523407 1.191972 0.18 0.15 -0.20
C -13.330286 3.140284 2.548184 -0.17 -0.15 0.16
Br -12.907725 1.889101 3.978140 0.06 0.06 -0.02
H -13.513110 1.515599 1.118751 -0.01 0.01 0.07
H -13.562979 3.144184 0.417466 -0.03 0.02 0.05
H -14.378633 3.395077 2.689919 0.00 -0.01 -0.04
H -12.718693 4.021892 2.710325 0.03 -0.02 -0.06
Br 3.291852 0.114012 -1.600715 0.00 0.07 -0.02
C 3.916015 1.418026 -0.296970 0.18 -0.12 0.01
C 2.983252 1.515325 0.878669 -0.05 0.21 0.05
Br 1.374971 2.521393 0.428120 0.02 -0.08 -0.01
H 4.030473 2.367804 -0.827614 0.02 -0.47 0.36
H 4.893382 1.057138 0.019190 -0.04 0.01 0.06
H 3.449995 2.068971 1.690732 0.04 0.00 -0.03
H 2.657197 0.546071 1.244727 0.01 -0.01 -0.04
Br 7.696292 -4.465693 3.260918 0.00 0.00 0.05
C 6.298470 -5.762775 3.674569 0.24 0.21 -0.36
C 4.974458 -5.348309 3.088086 -0.14 -0.01 0.06
Br 4.156917 -3.922972 4.128386 0.03 0.03 0.06
H 6.274062 -5.861729 4.749893 0.01 0.08 0.03
H 6.637965 -6.697914 3.232849 -0.06 0.00 -0.02
H 4.264447 -6.169121 3.127001 -0.01 0.00 -0.02
H 5.051550 -4.989870 2.066803 0.03 0.03 0.03
Br 7.220253 3.818136 -2.768338 0.00 -0.06 0.07
C 5.944905 3.142599 -4.078839 0.20 0.10 -0.06
C 4.733387 4.027118 -4.181749 -0.24 -0.16 0.05
Br 3.543698 3.764134 -2.662533 -0.14 0.48 -0.38
H 5.702108 2.125847 -3.784361 -0.06 0.03 0.02
H 6.484244 3.126589 -5.022158 -0.05 0.02 -0.02
H 4.143190 3.766280 -5.059037 0.17 -0.01 0.15
H 4.975803 5.084761 -4.213981 0.07 -0.03 0.00
Br 6.865949 3.992916 -7.763228 -0.02 -0.04 0.01
C 5.565405 3.255243 -9.010346 0.19 0.11 -0.03
C 4.314030 4.088491 -9.060556 -0.25 -0.11 0.03
Br 3.178821 3.796887 -7.504057 0.00 0.05 -0.19
H 5.380221 2.230082 -8.706285 -0.05 0.02 0.01
H 6.064367 3.261431 -9.977083 -0.04 0.02 -0.01
H 3.701986 3.802474 -9.913346 0.04 -0.02 -0.01
H 4.519215 5.153209 -9.104113 0.05 -0.02 0.01
Br -2.400569 4.956682 -1.443391 -0.05 -0.06 0.03
C -3.203740 5.149757 0.318901 0.12 0.18 -0.20
C -2.284341 4.650242 1.400090 -0.10 -0.14 0.17
Br -2.249448 2.706253 1.463349 -0.01 -0.02 0.00
H -4.151707 4.622119 0.293766 0.02 -0.03 0.05
H -3.385518 6.216046 0.437001 0.03 -0.01 0.05
H -2.640536 4.963216 2.379394 -0.03 0.01 -0.03
H -1.258057 4.978850 1.267386 -0.02 0.01 -0.05
Br 10.284940 5.793519 -0.921015 -0.08 0.02 -0.01
C 9.795149 6.644483 -2.602555 0.14 -0.19 0.01
C 10.667106 7.835376 -2.895581 -0.13 0.23 -0.05
Br 10.169302 9.374783 -1.812632 0.05 -0.01 -0.08
H 8.741657 6.895856 -2.532624 0.02 0.04 0.00
H 9.932022 5.875444 -3.360145 0.01 0.03 -0.01
H 10.535399 8.156975 -3.926689 -0.03 -0.05 0.00
H 11.719338 7.645866 -2.709136 -0.02 -0.06 0.02
Br -8.347663 -5.228454 3.593113 -0.06 0.00 0.01
C -9.866634 -4.603132 4.640368 0.20 -0.12 0.07
C -11.144255 -5.272531 4.213069 -0.20 0.17 -0.08
Br -11.806701 -4.536345 2.537423 0.04 -0.07 0.00
H -9.900929 -3.522241 4.534116 -0.07 -0.01 -0.01
H -9.627223 -4.856894 5.670938 -0.04 -0.02 -0.01
H -11.931787 -5.087093 4.940471 0.04 0.02 0.02
H -11.031773 -6.341821 4.065970 0.06 0.01 0.01
Br 4.600801 -7.938081 5.325418 -0.17 -0.26 0.22
C 3.165964 -7.242124 6.441096 0.14 -0.11 0.10
C 1.834182 -7.814356 6.038633 -0.20 0.19 -0.08
Br 1.178286 -6.991278 4.400928 0.06 -0.07 -0.02
H 3.203462 -6.159442 6.360026 -0.04 -0.01 -0.06
H 3.420899 -7.538455 7.456651 -0.04 -0.04 -0.02
H 1.082581 -7.596353 6.794532 0.04 0.02 0.02
H 1.870028 -8.884552 5.862244 0.05 0.01 0.02
Br 11.747422 10.843151 2.188332 -0.04 -0.01 0.06
C 11.217125 9.051516 2.737529 0.19 0.08 -0.11
C 10.213959 8.456022 1.787511 -0.17 -0.09 0.16
Br 8.440835 9.215510 2.048804 0.05 0.02 -0.09
H 10.843901 9.131316 3.753504 -0.04 -0.01 -0.02
H 12.135582 8.467922 2.734094 -0.03 -0.03 -0.03
H 10.098362 7.390473 1.973500 0.04 0.01 0.02
H 10.470963 8.613183 0.744395 0.03 -0.02 0.11
Br -3.704899 -3.308652 -7.505360 -0.07 -0.05 0.02
C -4.577992 -3.153052 -5.771696 0.13 0.17 -0.16
C -3.698771 -3.654281 -4.658378 -0.12 -0.14 0.14
Br -3.640261 -5.599943 -4.612099 0.08 0.04 0.00
H -5.517015 -3.692272 -5.843198 0.02 -0.03 0.04
H -4.778640 -2.090946 -5.647121 0.03 -0.01 0.05
H -4.101720 -3.357431 -3.693746 -0.03 0.02 -0.03
H -2.672356 -3.310357 -4.741342 -0.01 0.02 -0.03
```
Positions in Å, forces in eV/Å.

The calculation puts the HOMO-LUMO gap at 9.034 eV. The HOMO energy comes out at -0.3541 Ha. For the largest force on an atom, the calculation gives 2.1 eV/Å. For the total energy, the calculation gives -63793.98759 Ha. Its net charge is 0.

The following is a DFT calculation (ωB97M-V/def2-TZVPD) of C20H33Br15FINO as an isolated structure in a non-equilibrium geometry.

```
72
Properties=species:S:1:pos:R:3:forces:R:3
C -3.766712 2.457700 -0.848260 0.38 0.47 0.01
C -2.270786 2.449355 -1.191355 -0.50 -0.34 0.04
C -1.499625 1.245501 -0.643017 0.35 0.55 -0.07
I -2.590877 -0.586965 -1.028707 -0.14 -0.04 -0.12
C 0.005341 1.196055 -1.040807 0.17 -0.10 -0.07
C 0.255605 1.616647 -2.516458 -0.57 -0.05 0.45
C -0.521654 0.928388 -3.637036 0.64 0.07 -0.58
C -0.040256 -0.464251 -4.018734 -0.34 -0.04 0.32
F 1.346899 -0.572308 -3.906717 -0.06 0.01 -0.13
C 0.748100 2.289202 -0.197892 -0.36 -0.55 0.00
C 1.327784 1.910501 1.180447 0.42 0.93 0.54
C 0.336942 2.136025 2.333614 0.32 -0.62 0.06
C 2.492855 2.883966 1.467804 -0.57 0.17 0.04
N 1.898305 0.536892 1.196750 -0.18 0.33 -1.02
O 3.089357 0.487489 0.718741 0.04 -0.12 0.35
C 1.016487 -0.533542 0.658337 0.22 -0.69 -0.06
C 1.831362 -1.833666 0.629031 -0.59 -0.06 -0.14
C -0.173119 -0.824741 1.576790 0.27 0.18 0.01
C 0.689894 -0.163582 -0.798119 0.02 0.28 0.35
H -4.345701 1.918332 -1.588896 -0.13 -0.23 0.10
H -4.115200 3.489869 -0.843837 -0.11 0.05 -0.05
H -3.942365 2.058623 0.148179 -0.12 -0.16 0.03
H -1.841426 3.342754 -0.742512 0.26 0.04 -0.08
H -2.164308 2.530441 -2.267984 0.10 0.10 -0.11
H -1.532795 1.367800 0.433868 -0.22 -0.38 0.13
H 1.320708 1.502640 -2.699738 0.12 0.00 -0.07
H 0.054289 2.687290 -2.577315 -0.03 0.08 -0.08
H -0.384126 1.542476 -4.530731 -0.05 0.17 0.02
H -1.592418 0.887957 -3.463274 -0.13 -0.09 0.11
H -0.487449 -1.227992 -3.383530 0.11 -0.04 0.10
H -0.311348 -0.678776 -5.052174 0.06 -0.04 -0.10
H 0.073288 3.127839 -0.029184 0.06 0.04 -0.07
H 1.555636 2.675952 -0.814753 0.15 -0.05 -0.05
H 0.117300 3.194026 2.429618 -0.16 0.11 -0.12
H 0.830754 1.822233 3.253782 -0.06 0.00 0.14
H -0.578473 1.564761 2.249982 -0.15 0.16 0.04
H 2.054771 3.829079 1.788814 0.01 0.12 -0.04
H 3.109453 2.520287 2.283609 0.17 -0.09 -0.04
H 3.081273 3.091069 0.582426 0.30 -0.21 0.02
H 2.624103 -1.821209 -0.107943 0.30 0.13 0.17
H 2.182300 -2.055665 1.631212 0.33 -0.08 -0.04
H 1.142029 -2.629909 0.343282 0.06 0.02 -0.05
H -0.569559 -1.798599 1.318703 -0.16 -0.05 -0.03
H -0.982249 -0.112550 1.525059 -0.11 -0.01 0.06
H 0.189616 -0.877286 2.604072 0.03 0.12 0.03
H 1.653708 -0.129629 -1.304190 0.11 0.02 -0.04
H 0.147474 -0.992998 -1.242151 -0.17 -0.03 -0.10
C 0.644239 6.399386 -2.494396 0.07 0.02 0.02
Br -0.199933 5.807124 -0.866853 0.00 0.17 -0.04
Br 1.241710 8.221967 -2.354089 -0.02 -0.05 0.00
Br 2.075635 5.221383 -3.010719 -0.04 0.01 0.02
H -0.102332 6.363120 -3.273588 -0.02 -0.01 -0.01
C -0.979895 -3.971290 -4.766595 -0.02 0.02 0.01
Br -0.835487 -3.988066 -2.847671 0.00 -0.12 0.00
Br -0.716404 -5.724829 -5.511206 -0.01 0.05 0.02
Br -2.653220 -3.202450 -5.333550 0.04 0.01 0.02
H -0.189977 -3.337306 -5.144206 0.01 0.01 0.00
C -2.761421 -4.477169 0.603865 0.05 -0.05 0.03
Br -3.399727 -4.129407 2.382274 -0.21 -0.03 0.01
Br -0.838084 -4.439363 0.591055 -0.03 -0.19 -0.05
Br -3.449961 -6.119924 -0.119296 0.02 0.07 0.04
H -3.108616 -3.670738 -0.027231 0.03 0.03 -0.01
C 3.852274 -2.804502 5.046348 0.90 0.45 0.30
Br 3.245634 -1.267696 4.061537 0.00 0.09 0.04
Br 2.375940 -3.740401 5.855391 4.09 2.78 -1.79
Br 4.911689 -3.971538 3.942024 0.02 -0.03 -0.03
H 4.487168 -2.449970 5.844344 0.27 0.17 -0.12
C -1.054575 -4.229021 5.429973 -0.22 0.24 -0.11
Br -0.563314 -2.699798 4.376139 -0.07 -0.08 0.09
Br 0.464230 -4.978869 6.344559 -5.02 -3.53 1.77
Br -2.488157 -3.817194 6.646826 0.03 -0.02 -0.02
H -1.422602 -4.980932 4.746260 0.05 -0.06 -0.01
```
Positions in Å, forces in eV/Å.

The calculation puts the HOMO-LUMO gap (alpha / beta) at 7.998 / 8.781 eV. The spin multiplicity is 2. The HOMO energy (alpha / beta) comes out at -0.3050 / -0.3339 Ha. For the largest force on an atom, the calculation gives 6.4 eV/Å. For the total energy, the calculation gives -39919.43752 Ha. Its net charge is 0. The expectation value of S² is 0.7541.

The following is a DFT calculation (ωB97M-V/def2-TZVPD) of a 2-piece molecular cluster, C5H4BrIN2O overall in a non-equilibrium geometry.

```
14
Properties=species:S:1:pos:R:3:forces:R:3
Br 3.728854 -1.578463 0.950921 -0.77 0.56 -0.76
N 1.892253 -0.671790 0.228236 1.00 -0.26 1.98
O 0.988046 -1.682474 0.130095 -0.11 0.23 -1.23
C 1.028389 -2.224637 -1.150230 0.72 -2.17 0.98
N 1.242756 -1.542503 -2.185400 -0.45 0.23 0.34
C 1.429808 -0.169962 -1.987762 -0.54 -0.93 -0.86
C 1.981137 0.186356 -0.804519 0.24 0.36 -1.13
I 3.017668 1.952419 -0.454952 -0.14 -0.09 0.04
H 1.032101 -3.350638 -1.049841 -0.37 1.39 -0.65
H 1.069418 0.381267 -2.865372 0.69 0.45 0.80
C 1.331499 0.179410 2.881089 5.32 -1.23 4.19
C 0.380222 0.540319 2.324468 -3.80 1.07 -3.43
H 2.244745 -0.020575 3.494407 -1.56 0.16 -1.04
H -0.252396 0.669341 1.462300 -0.23 0.23 0.77
```
Positions in Å, forces in eV/Å.

The calculation puts the HOMO-LUMO gap (alpha / beta) at 7.406 / 7.405 eV. The HOMO energy (alpha / beta) comes out at -0.3267 / -0.3267 Ha. For the largest force on an atom, the calculation gives 6.9 eV/Å. For the total energy, the calculation gives -3249.14545 Ha. As for the structure (SMILES): BrN1OC=NC=C1I.C#C. Its net charge is 0.

The following is a DFT calculation (ωB97M-V/def2-TZVPD) of C6H12O as an isolated structure.

```
19
Properties=species:S:1:pos:R:3:forces:R:3
C 1.718554 0.010074 -1.591629 0.06 -0.08 -0.17
C 1.633344 0.889201 -0.365995 0.22 -0.16 -0.08
O 0.865504 2.081489 -0.598749 0.11 0.01 -0.36
C 0.179757 1.766863 0.618393 -0.21 0.38 0.00
C 0.954820 0.509915 0.918757 -0.17 0.35 -0.25
C -1.914928 -1.240175 1.313903 -0.19 -0.28 0.08
C -1.229402 -1.278421 -0.071467 -0.05 0.36 0.43
H 2.222975 0.573635 -2.378559 0.01 -0.06 0.02
H 2.271001 -0.914143 -1.409641 -0.04 0.11 0.11
H 0.715153 -0.234573 -1.950313 0.13 0.02 0.12
H 2.643175 1.164473 -0.008237 0.09 -0.01 0.00
H -0.879940 1.568792 0.395481 0.08 -0.14 0.34
H 0.243739 2.603036 1.320683 -0.07 -0.24 0.30
H -1.588425 -0.410347 1.958534 0.10 -0.14 -0.44
H -1.753019 -2.149786 1.904092 0.15 0.11 -0.23
H -3.002173 -1.143511 1.214863 0.15 -0.04 -0.10
H -1.145458 -2.274180 -0.523830 -0.44 0.19 0.14
H -0.190534 -0.939936 0.000815 -0.07 -0.07 0.17
H -1.744150 -0.582405 -0.747101 0.15 -0.32 -0.06
```
Positions in Å, forces in eV/Å.

The calculation puts the HOMO-LUMO gap at 8.798 eV. The HOMO energy comes out at -0.3324 Ha. For the largest force on an atom, the calculation gives 0.6 eV/Å. For the total energy, the calculation gives -310.86714 Ha. As for the energy above the lowest of the compared OMol25 structures with the same formula, charge and spin: 120.6 kcal per mole. Its net charge is 0.

The following is a DFT calculation (ωB97M-V/def2-TZVPD) of a 2-piece molecular cluster, CH3IO2P overall in a non-equilibrium geometry.

```
8
Properties=species:S:1:pos:R:3:forces:R:3
C -0.086831 0.092563 -0.002495 -2.58 3.39 -1.93
O -3.145260 -2.268687 1.292610 0.19 0.81 1.25
O -3.102216 -2.330500 -1.172395 0.21 0.84 -0.99
P -2.882489 -1.510217 0.047212 0.19 -1.76 -0.39
I -4.196927 0.719857 -0.051504 -0.20 0.30 0.02
H 0.678673 -0.575469 0.014805 2.02 -1.87 -0.13
H -0.187014 0.829459 -0.952112 0.07 -1.96 2.64
H -0.617583 0.275297 0.930443 0.10 0.26 -0.46
```
Positions in Å, forces in eV/Å.

The calculation puts the HOMO-LUMO gap (alpha / beta) at 6.661 / 7.995 eV. The HOMO energy (alpha / beta) comes out at -0.1324 / -0.1926 Ha. For the largest force on an atom, the calculation gives 4.7 eV/Å. For the total energy, the calculation gives -829.47016 Ha. As for the energy above the lowest of the compared OMol25 structures with the same formula, charge and spin: 79.8 kcal per mole. Its net charge is -1.

The following is a DFT calculation (ωB97M-V/def2-TZVPD) of C3H2FOSm as an isolated structure in a non-equilibrium geometry.

```
8
Properties=species:S:1:pos:R:3:forces:R:3
C 2.181245 0.494369 -0.446941 0.72 1.00 0.41
O 0.352933 -1.282077 -0.215283 -1.82 1.22 1.32
C -0.007522 -0.173057 0.238576 0.65 -1.33 -0.69
C 1.002410 0.905726 0.052670 -0.24 0.08 -0.81
F 2.932217 1.277676 -1.238065 -0.29 -0.19 0.83
H 2.717139 -0.400904 -0.130299 -0.47 -0.12 -0.68
H 0.680143 1.946252 -0.033907 0.13 -0.28 -0.13
Sm -2.698238 0.188772 0.804111 1.31 -0.38 -0.24
```
Positions in Å, forces in eV/Å.

The calculation puts the HOMO-LUMO gap (alpha / beta) at 5.287 / 5.516 eV. The spin multiplicity is 7. The HOMO energy (alpha / beta) comes out at -0.4061 / -0.4098 Ha. For the largest force on an atom, the calculation gives 2.6 eV/Å. For the total energy, the calculation gives -948.17648 Ha. As for the energy above the lowest of the compared OMol25 structures with the same formula, charge and spin: 0.0 kcal per mole. Its net charge is +1. The expectation value of S² is 12.0156.